ORCA calculation (ωB97M-V/def2-TZVPD) on a molecular structure, C2H13NO3.

Computed properties:
- M (g mol⁻¹) = 99.13
- strongest force on any atom (eV Å⁻¹) = 2.77
- LUMO level (eV) = 0.6430
- energy above the lowest of the compared OMol25 structures with the same formula, charge and spin (kJ/mol) = 169.6
- HOMO-LUMO gap (eV) = 9.99
- multiplicity = 1

Cartesian coordinates (Å):
H (-0.324, 0.192, 0.691)
O (-0.403, 1.351, 0.863)
N (0.262, -0.947, 0.297)
H (0.373, 1.753, 0.459)
H (0.516, -0.722, -0.666)
C (-0.753, -1.992, 0.559)
H (-1.223, -2.333, -0.358)
H (-0.326, -2.912, 1.021)
H (-1.360, -1.513, 1.378)
C (1.609, -1.165, 0.910)
H (2.209, -0.489, 0.265)
H (1.578, -0.734, 1.911)
H (2.097, -2.131, 0.832)
O (-1.955, 2.562, -0.897)
H (-2.835, 2.228, -0.710)
H (-1.377, 2.153, -0.186)
O (0.633, 1.182, -1.958)
H (1.380, 1.770, -2.151)
H (-0.101, 1.748, -2.259)